(1)
Below is a cluster of 11 separate species, H22O11 in total at a distorted geometry, with properties calculated with the ωB97M-V functional and the def2-TZVPD basis.

Computed properties:
2S+1 = 2
E_LUMO (spin up / spin down) = -2.99 / -11.09 eV
HOMO (spin up / spin down) = -0.5143 / -0.5062 hartree
energy = -840.4308 Ha
HOMO-LUMO gap (spin up / spin down) = 11.00 / 2.68 eV
charge = +1

XYZ file:
```
33
H22O11 the ωB97M-V functional and the def2-TZVPD basis
O -18.32797 19.32837 -7.97126
H -18.31845 19.95443 -7.24725
H -20.16641 15.03103 -9.63194
H -19.37362 12.94848 -11.42281
H -19.18172 18.90030 -7.90716
H -22.03474 18.52318 -8.31742
H -19.91622 17.93215 -11.07138
O -20.53725 18.18356 -7.01124
H -18.32457 12.00013 -11.96320
O -22.80927 18.93510 -8.70040
H -20.82874 18.76439 -6.30846
H -21.86109 15.47307 -12.92782
H -20.41564 17.33464 -6.58606
H -18.02799 14.22109 -11.03909
O -20.60763 15.48339 -8.91297
H -20.63060 19.11106 -10.44550
H -21.37358 13.40879 -11.57343
O -20.68063 18.16008 -10.54227
H -17.45202 15.23354 -10.07208
H -21.25422 12.37908 -7.36114
O -18.46509 12.67412 -11.29819
H -22.32411 12.43938 -10.90362
H -20.78182 15.23948 -6.83804
H -22.77350 19.84220 -8.39688
O -21.39469 12.59272 -11.07362
H -21.78273 15.61777 -5.76707
H -21.40865 13.63835 -8.18714
O -20.84816 15.46938 -5.91123
O -21.13263 15.09922 -12.43203
H -20.36127 15.27181 -12.97189
H -20.28709 16.38391 -8.96334
O -21.82129 13.14083 -7.48114
O -17.90808 15.16202 -10.91061
```


(2)
Below is a cluster of 11 separate species, H23O11 in total at a distorted geometry, with properties calculated with the ωB97M-V functional and the def2-TZVPD basis.

Computed properties:
2S+1 = 2
E_LUMO (spin up / spin down) = -6.14 / -14.31 eV
HOMO (spin up / spin down) = -0.6015 / -0.6014 hartree
energy = -840.6606 Ha
HOMO-LUMO gap (spin up / spin down) = 10.23 / 2.06 eV
charge = +2

XYZ file:
```
34
H23O11 the ωB97M-V functional and the def2-TZVPD basis
H 0.67460 3.31911 -2.68229
O 0.87719 -1.58720 -1.35106
H -3.46243 -2.68883 2.67710
H 0.24634 -0.53840 -0.30586
H -1.13736 0.00580 0.55068
O -2.68745 -2.91889 2.15419
O -2.51035 0.86528 3.28909
H 1.97550 0.98396 -4.48298
H 0.82969 -1.15530 -2.22169
H -2.56466 1.77606 3.59104
H 2.22839 3.52326 2.05946
H -2.55102 -3.86773 2.22275
H -2.44906 0.00893 1.79371
H 3.96089 -2.29714 -1.60404
H 0.63963 2.50842 1.72830
H -2.28970 -4.24218 -1.55458
O -0.10360 0.27812 0.20659
H 0.90867 -0.14167 -4.64125
O 3.42690 -1.69643 -1.06327
O 0.80809 2.57829 -2.08336
H -0.48886 3.57263 1.67866
H 3.53998 -2.13129 -0.20385
O 1.77130 0.06256 -4.25971
O -2.43730 -0.11785 0.80089
O 2.85929 3.07887 2.62516
H -3.03098 0.62686 0.60952
H 0.48006 2.89351 -1.23053
O -1.79543 -3.40353 -1.72148
H 1.88805 -1.42643 -1.14661
O -0.17422 2.75369 1.27427
H -1.19699 -3.48178 -0.94023
H 3.40451 2.51840 2.04909
H -1.74287 0.46248 3.70918
H -0.15596 0.82975 -0.60231
```


(3)
Below is a structure of composition H24HeO12 at a distorted geometry, with properties calculated with the ωB97M-V functional and the def2-TZVPD basis.

Computed properties:
E_LUMO = -0.32 eV
HOMO = -0.3807 hartree
energy = -920.1728 Ha
HOMO-LUMO gap = 10.04 eV

XYZ file:
```
37
H24HeO12 the ωB97M-V functional and the def2-TZVPD basis
O -0.61683 -0.55982 2.79699
O 2.78906 0.55856 -3.57923
O -2.80118 0.61158 -1.88492
H 3.07866 1.30925 -4.09771
O 0.62292 -3.88165 1.08774
H 2.21777 0.93522 -2.90991
O -0.55248 -0.93004 -3.17154
H 3.16841 1.79659 2.07860
H -0.32853 -1.56935 -2.49526
H 0.33329 2.91448 -1.44600
H 0.59971 2.96543 -2.93540
H 1.88891 -2.03567 2.84090
H -2.81133 0.23092 -1.00673
H 1.42481 -2.23653 1.41396
O 2.61346 2.49803 1.73764
H -3.42451 0.08274 -2.38294
H -1.07765 -1.17908 3.36304
H -3.40059 0.61679 1.15439
He 0.34185 -0.05492 -0.26864
O -0.04658 2.06764 2.44086
H 1.44850 -4.36584 1.10255
H -0.76903 -3.46400 -1.52955
H -0.77198 2.67613 0.88895
H -0.27665 1.13898 2.41095
H -2.29977 -0.36500 1.49527
O -0.97229 3.08344 0.04621
H -1.66793 2.53988 -0.32373
O 1.86053 -1.60516 1.98645
H -0.44917 2.38876 3.24772
H -1.17150 -0.33704 -2.74564
H 0.23153 -0.97120 2.63177
O -3.07993 -0.26172 0.95036
O 1.00326 3.15090 -2.08747
H 0.45358 -3.72435 0.15886
O -0.02226 -2.90548 -1.31363
H 0.73640 -3.37393 -1.66181
H 1.72751 2.25547 2.00690
```


(4)
Below is a structure of composition H24HeO12 at a distorted geometry, with properties calculated with the ωB97M-V functional and the def2-TZVPD basis.

Computed properties:
E_LUMO = 0.00 eV
HOMO = -0.3803 hartree
energy = -920.1618 Ha
HOMO-LUMO gap = 10.35 eV

XYZ file:
```
37
H24HeO12 the ωB97M-V functional and the def2-TZVPD basis
H 2.55680 2.82291 -0.39046
H -0.75387 1.17447 0.39322
O 3.12171 -0.91266 1.26105
H 1.44575 -0.74779 -2.30786
H -0.03740 -2.10556 -1.82075
H -1.25309 0.43398 3.15397
O -1.47565 -2.11765 -0.13611
H -1.46971 2.20049 -2.08695
He 0.08929 -0.13071 -0.28301
O -3.65516 -0.21429 0.70058
H -4.35551 -0.10899 1.34451
H 1.63135 1.84900 2.34297
H 2.95220 1.41568 -0.78450
H -1.03676 -2.00727 0.70735
O -0.74574 0.64220 3.93849
H 2.95796 -1.59798 1.90894
H -0.90594 -2.19185 3.23624
O 0.31930 -2.05399 -2.70751
H 3.13100 -1.37302 0.42187
O -1.72490 0.99087 -4.35265
O -0.52492 -2.28746 2.36336
O 1.88152 1.14393 2.94006
O -0.58618 1.83255 -2.10196
H -2.18762 0.89854 0.79335
H -1.14536 1.18675 -3.61644
H -0.04726 2.48403 -1.65321
H -2.07597 1.84193 -4.61474
H 0.16285 0.66345 3.63808
H -4.00529 -0.83867 0.06513
O 3.09376 2.08129 -0.11133
H 0.74624 -2.89976 -2.84401
H -2.19856 -1.49063 -0.11435
O -1.45558 1.49186 0.96164
H 2.48761 0.60376 2.43300
O 2.11252 -0.07252 -2.18269
H 2.57580 -0.03468 -3.01945
H 0.37465 -2.57238 2.52407
```


Calculated energy relative to the best compared isomer or geometry (same formula, charge and spin), 26.8, 8.5, 22.7, 29.6 kcal/mol (same order as the records).